Entry from the Open Molecules 2025 dataset: a cluster of 2 separate species, CH2N2OS in total (ωB97M-V with the def2-TZVPD basis set).

Geometry as XYZ:
```
7
Properties=species:S:1:pos:R:3:forces:R:3
S 0.3929 -1.7165 2.6727 -0.063 -0.028 -0.110
O 0.4800 0.1479 0.9097 -0.170 -0.291 0.302
N -0.0612 -0.4080 1.8569 -1.543 1.605 0.686
N -0.9327 -0.8562 -2.0817 -1.097 -0.639 -0.315
C 0.0659 -0.3420 -1.9203 0.606 0.444 0.282
H -0.9604 0.1219 2.2379 1.808 -1.257 -0.853
H 0.9606 0.1679 -1.6925 0.460 0.165 0.009
```
Forces are in eV/Å.

Properties
Kohn-Sham gap = 0.3191 hartree
SMILES = [O-][NH+]=S.C#N
HOMO = -9.97 eV
LUMO energy = -1.286 eV
ΔE to the lowest compared entry with this formula, charge and spin = 36.2 kcal/mol